No. 1
DFT (wB97M-V/def2-TZVPD) results for a 11-piece molecular cluster, C21H47BClO41PS11 overall in a non-equilibrium geometry.

E_HOMO: -9.3 eV
Total charge: 0
LUMO energy: -0.2 eV
Electronic energy: -248151.5635 eV
Orbital gap: 9.17 eV
SMILES string: CB(O)[PH2](S)Cl.O=S1(=O)OCCO1.O=S1(=O)OCCO1.O=S1(=O)OCCO1.O=S1(=O)OCCO1.O=S1(=O)OCCO1.O=S1(=O)OCCO1.O=S1(=O)OCCO1.O=S1(=O)OCCO1.O=S1(=O)OCCO1.O=S1(=O)OCCO1
Strongest force on any atom: 3.95 eV/A

```
123
C21H47BClO41PS11, DFT wB97M-V/def2-TZVPD
Cl 1.3419 -2.6001 -2.7026
S -6.1616 0.0957 -7.4920
S 1.9562 3.2697 8.1291
S -3.9425 6.7580 -1.6129
S -2.9842 0.4660 10.5289
S 9.1167 -3.6308 -2.9372
S -9.0989 -3.8884 1.9703
S 3.1419 -2.8521 -9.8191
S -4.1454 -1.9855 -0.9042
S -0.4084 1.6328 1.5549
S 3.6130 3.5084 3.1245
S 5.5853 -3.0852 -3.1042
P 3.4480 -2.8068 -2.9060
O -4.5623 6.5754 -0.1153
O 8.8689 -3.2775 -4.3157
O -4.5586 0.1934 -7.2111
O 4.7245 -2.9742 -9.4473
O 8.6272 -4.8517 -2.3364
O -1.3812 0.5638 10.8098
O -5.4567 -1.7139 -0.3584
O -3.4407 1.7160 11.4721
O 10.7197 -3.5331 -2.6564
O 2.0881 2.1883 6.9163
O -6.6511 -1.1252 -6.8912
O -4.7198 5.9484 -2.5248
O -7.4960 -3.7906 2.2511
O -9.3468 -3.5350 0.5918
O 3.0168 -2.0099 -10.9879
O 0.6502 4.0653 7.5619
O -3.4737 -0.7548 11.1297
O -2.5221 6.0033 -1.3473
O -9.5554 -2.6384 2.9134
O -1.2264 0.2365 1.7588
O -3.6834 8.1620 -1.8321
O -9.5885 -5.1092 2.5711
O 8.6603 -2.3809 -1.9941
O -3.2320 0.8194 9.1505
O 3.0921 4.1622 8.0631
O 2.9130 -4.3999 -10.2801
O 2.3996 -2.6236 -8.6012
O 3.1565 4.7584 4.0677
O 1.5762 2.5672 9.3326
O -3.9708 -1.1092 -2.2679
O 5.2159 3.6061 3.4054
O 3.3651 3.8617 1.7461
O 3.1234 2.2875 3.7253
O -6.6181 1.3457 -6.5488
O 3.5109 -5.5284 -3.9324
O -2.9319 -1.8759 -0.1286
O -4.1801 -3.4590 -1.6027
O 0.2182 1.9825 2.8086
O 0.7361 1.0617 0.5441
O -6.4094 0.4490 -8.8704
O -1.2505 2.5450 0.8135
C -7.2109 -2.5903 2.9674
C 4.2395 5.1111 4.9252
C 0.9383 2.2733 6.0762
C -5.5350 1.6985 -5.6913
C 0.6469 -0.3607 0.4797
C 0.4530 3.7156 6.1938
C 4.1831 -5.0165 -10.4790
C -2.3756 5.7425 0.0476
C 2.5970 -3.8232 -5.8011
C -2.3576 2.0688 12.3296
C -4.3911 -3.3024 -3.0041
C -3.7129 -1.9836 -3.3653
C -3.7963 5.5993 0.5871
C 9.7433 -2.0281 -1.1365
C 11.0047 -2.3328 -1.9401
C 5.5009 4.8064 4.1217
C -4.2736 1.3938 -6.4948
C 5.1146 -4.3462 -9.4726
C -0.8177 -0.6904 0.7554
C -1.0962 1.7641 11.5261
C -8.4724 -2.2856 3.7710
B 3.1780 -4.1039 -4.2884
H 0.9734 -0.7193 -0.5001
H -1.8657 6.5979 0.5023
H 3.5501 -3.2745 -1.5167
H -5.5940 1.0695 -4.7967
H 5.9874 -2.0186 -3.9250
H 9.6784 -0.9768 -0.8459
H -3.8515 5.7685 1.6651
H 1.0637 4.3880 5.5820
H 3.5963 -1.3978 -3.1850
H -4.1056 -1.5578 -4.2925
H 4.1806 4.4822 5.8198
H -8.5313 -2.9145 4.6656
H -8.5373 -1.2344 4.0616
H -2.4165 1.4399 13.2242
H 4.1746 6.1624 5.2159
H 0.1872 1.5726 6.4548
H 1.1970 2.0074 5.0477
H -6.3361 -2.7275 3.6087
H -7.0071 -1.7991 2.2388
H -2.6289 -2.1090 -3.4533
H -3.9740 -4.1495 -3.5538
H 1.2975 -0.7782 1.2549
H 3.0854 -4.6368 -6.5174
H 4.1152 -6.0965 -10.3285
H 2.7474 -2.7299 -6.1906
H -3.3988 1.2566 -5.8536
H -2.4225 3.1200 12.6203
H -1.7808 4.8390 0.2062
H 11.8795 -2.4700 -1.2988
H -5.6000 2.7497 -5.4006
H 11.2086 -1.5415 -2.6687
H 6.3757 4.6692 4.7629
H 1.4262 -4.0406 -5.7856
H 9.6844 -2.6570 -0.2419
H -1.4342 -0.5194 -0.1334
H 4.9729 -4.7592 -8.4687
H 2.7192 -5.7985 -3.3525
H -5.4709 -3.2512 -3.1793
H -0.5978 3.8256 5.9153
H -0.8923 2.5553 10.7974
H -4.0697 2.1850 -7.2234
H 6.1659 -4.4385 -9.7582
H 5.7048 5.5977 3.3931
H 4.5006 -4.8118 -11.5069
H -4.2094 4.6127 0.3521
H -0.9555 -1.7179 1.1005
H -0.2214 1.6269 12.1673
```

Löwdin population analysis, charges in e, atoms 1 to 99: number 1, Cl, carries 0.126; number 2, S, carries 0.677; number 3, S, carries 0.681; number 4, S, carries 0.677; number 5, S, carries 0.677; number 6, S, carries 0.629; number 7, S, carries 0.678; number 8, S, carries 0.681; number 9, S, carries 0.703; number 10, S, carries 0.690; number 11, S, carries 0.681; number 12, S, carries 0.408; number 13, P, carries 0.196; number 14, O, carries -0.197; number 15, O, carries -0.253; number 16, O, carries -0.204; number 17, O, carries -0.193; number 18, O, carries -0.244; number 19, O, carries -0.193; number 20, O, carries -0.224; number 21, O, carries -0.196; number 22, O, carries -0.193; number 23, O, carries -0.187; number 24, O, carries -0.244; number 25, O, carries -0.246; number 26, O, carries -0.196; number 27, O, carries -0.235; number 28, O, carries -0.232; number 29, O, carries -0.194; number 30, O, carries -0.238; number 31, O, carries -0.193; number 32, O, carries -0.195; number 33, O, carries -0.178; number 34, O, carries -0.236; number 35, O, carries -0.239; number 36, O, carries -0.234; number 37, O, carries -0.242; number 38, O, carries -0.248; number 39, O, carries -0.194; number 40, O, carries -0.250; number 41, O, carries -0.205; number 42, O, carries -0.240; number 43, O, carries -0.193; number 44, O, carries -0.189; number 45, O, carries -0.228; number 46, O, carries -0.236; number 47, O, carries -0.191; number 48, O, carries -0.061; number 49, O, carries -0.258; number 50, O, carries -0.185; number 51, O, carries -0.243; number 52, O, carries -0.186; number 53, O, carries -0.230; number 54, O, carries -0.245; number 55, C, carries -0.175; number 56, C, carries -0.170; number 57, C, carries -0.171; number 58, C, carries -0.171; number 59, C, carries -0.165; number 60, C, carries -0.161; number 61, C, carries -0.175; number 62, C, carries -0.170; number 63, C, carries -0.085; number 64, C, carries -0.176; number 65, C, carries -0.164; number 66, C, carries -0.165; number 67, C, carries -0.173; number 68, C, carries -0.174; number 69, C, carries -0.175; number 70, C, carries -0.168; number 71, C, carries -0.175; number 72, C, carries -0.172; number 73, C, carries -0.198; number 74, C, carries -0.177; number 75, C, carries -0.176; number 76, B, carries -0.686; number 77, H, carries 0.089; number 78, H, carries 0.134; number 79, H, carries 0.009; number 80, H, carries 0.127; number 81, H, carries -0.119; number 82, H, carries 0.137; number 83, H, carries 0.137; number 84, H, carries 0.120; number 85, H, carries -0.004; number 86, H, carries 0.132; number 87, H, carries 0.113; number 88, H, carries 0.132; number 89, H, carries 0.137; number 90, H, carries 0.132; number 91, H, carries 0.143; number 92, H, carries 0.138; number 93, H, carries 0.091; number 94, H, carries 0.138; number 95, H, carries 0.126; number 96, H, carries 0.131; number 97, H, carries 0.141; number 98, H, carries 0.135; number 99, H, carries 0.088

No. 2
DFT (wB97M-V/def2-TZVPD) results for one molecule with the formula C4H7NO.

E_HOMO: -8.2 eV
Total charge: 0
LUMO energy: 0.7 eV
Electronic energy: -7796.3432 eV
Relative energy (zero: lowest compared OMol25 entry of this formula, charge and spin): 76.1 kcal/mol
Orbital gap: 8.86 eV
Strongest force on any atom: 0.58 eV/A

```
13
C4H7NO, DFT wB97M-V/def2-TZVPD
O 2.5489 1.3168 -0.1955
N -0.5978 -0.2893 -1.0476
C 0.8393 -0.2269 -0.7985
C 1.3678 1.0748 -0.2212
C -1.2450 -0.4069 1.2439
C -1.6007 -0.5031 -0.2216
H -2.1309 -0.6679 1.8235
H 1.3681 -0.4137 -1.7364
H 0.6226 1.7867 0.1864
H -0.3980 -0.9862 1.6494
H -1.0245 0.6514 1.4539
H -0.8494 -0.3009 -2.0270
H 1.0996 -1.0348 -0.1091
```

From a natural (NBO) analysis of the wavefunction, the atomic charges in e read: number 1, O, carries -0.501; number 2, N, carries -0.570; number 3, C, carries -0.368; number 4, C, carries 0.431; number 5, C, carries -0.766; number 6, C, carries 0.125; number 7, H, carries 0.231; number 8, H, carries 0.236; number 9, H, carries 0.119; number 10, H, carries 0.209; number 11, H, carries 0.227; number 12, H, carries 0.394; number 13, H, carries 0.235